[1]
Entry from the Open Molecules 2025 dataset: a structure of composition C42H52O3PSSbSe2SiTi (ωB97M-V/def2-TZVPD).

```
104
C42H52O3PSSbSe2SiTi ωB97M-V/def2-TZVPD
Ti -0.73 -0.15 -0.13
Se -2.30 1.86 -0.89
P -3.63 0.39 -0.03
Se -2.90 -1.63 -0.27
C -5.30 0.55 -0.76
C -5.78 1.80 -1.14
C -7.08 1.94 -1.60
C -7.91 0.83 -1.69
C -7.43 -0.42 -1.33
C -6.13 -0.56 -0.86
C -4.02 0.75 1.72
C -4.31 -0.29 2.59
C -4.67 -0.02 3.91
C -4.76 1.30 4.34
C -4.49 2.34 3.46
C -4.12 2.06 2.15
H -5.12 2.66 -1.08
H -7.44 2.92 -1.89
H -8.92 0.95 -2.05
H -8.08 -1.29 -1.41
H -5.75 -1.54 -0.59
H -4.23 -1.32 2.25
H -4.88 -0.83 4.59
H -5.04 1.51 5.37
H -4.56 3.37 3.80
H -3.88 2.87 1.47
C -0.32 -3.93 -0.34
C 0.73 -3.38 -1.28
C 2.11 -3.86 -0.85
C 0.43 -3.87 -2.70
O 0.66 -1.91 -1.20
Si 1.62 -0.81 -2.05
S 1.00 1.01 -1.28
O 3.18 -1.19 -1.71
C 4.44 -0.63 -2.14
C 4.30 0.78 -2.69
C 5.00 -1.57 -3.20
C 5.32 -0.63 -0.90
O 1.47 -0.96 -3.67
C 0.53 -0.45 -4.65
C -0.88 -0.32 -4.10
C 1.04 0.91 -5.11
C 0.57 -1.45 -5.80
H -0.23 -5.02 -0.29
H -1.32 -3.70 -0.69
H -0.19 -3.52 0.66
H 2.11 -4.96 -0.83
H 2.33 -3.50 0.16
H 2.89 -3.52 -1.52
H 0.50 -4.96 -2.72
H 1.15 -3.46 -3.42
H -0.57 -3.58 -3.00
H 3.67 0.79 -3.58
H 5.29 1.16 -2.96
H 3.86 1.45 -1.95
H 4.29 -1.63 -4.04
H 5.14 -2.57 -2.79
H 5.96 -1.20 -3.57
H 4.90 0.04 -0.15
H 6.33 -0.29 -1.14
H 5.38 -1.64 -0.47
H -0.94 0.45 -3.34
H -1.22 -1.26 -3.68
H -1.56 -0.04 -4.91
H 1.07 1.60 -4.27
H 0.39 1.31 -5.89
H 2.05 0.81 -5.52
H 0.17 -2.41 -5.48
H 1.59 -1.58 -6.14
H -0.04 -1.08 -6.64
C 1.55 1.92 6.81
C 1.32 0.69 6.20
C 0.80 0.63 4.91
C 0.50 1.81 4.22
C 0.73 3.04 4.84
C 1.26 3.09 6.13
Sb -0.37 1.94 2.25
C 1.39 2.89 1.49
C 1.24 3.86 0.49
C 2.34 4.50 -0.04
C 3.62 4.18 0.41
C 3.78 3.23 1.42
C 2.67 2.60 1.96
C 0.13 -0.23 1.84
C 1.50 -0.60 1.71
C 1.97 -1.79 2.22
C 1.11 -2.67 2.88
C -0.23 -2.34 3.02
C -0.71 -1.12 2.53
H 1.97 1.96 7.81
H 1.56 -0.23 6.72
H 0.64 -0.33 4.45
H 0.51 3.96 4.32
H 1.44 4.05 6.60
H 0.25 4.09 0.11
H 2.22 5.25 -0.82
H 4.48 4.68 -0.01
H 4.77 2.99 1.78
H 2.80 1.88 2.76
H 2.17 0.07 1.20
H 3.02 -2.04 2.10
H 1.48 -3.60 3.28
H -0.90 -3.01 3.55
H -1.73 -0.84 2.74
```

Properties
2S+1   3
<S²>   2.0161
Net charge   0
E_HOMO (spin up / spin down)   -6.212 / -7.958 eV

=====

[2]
Entry from the Open Molecules 2025 dataset: a cluster of 3 separate species, C2H6FN3O2 in total (ωB97M-V/def2-TZVPD).

```
14
C2H6FN3O2 ωB97M-V/def2-TZVPD
C 1.26 -0.77 -1.16
C 0.06 1.31 1.08
N 0.50 -1.67 -1.44
N -2.43 -1.13 -0.72
N 2.25 1.83 1.14
O 2.08 0.04 -1.02
O 1.08 1.49 1.83
F -0.99 1.25 1.93
H -2.82 -0.59 -0.05
H -0.52 -1.54 -1.34
H -2.53 -2.04 -0.32
H -3.13 -1.10 -1.47
H 2.10 1.56 0.12
H 3.10 1.34 1.42
```

Properties
2S+1   1
Net charge   0
E_HOMO   -10.029 eV

=====

[3]
Entry from the Open Molecules 2025 dataset: a structure of composition C11H17N2O (ωB97M-V/def2-TZVPD).

```
31
C11H17N2O ωB97M-V/def2-TZVPD
C -1.39 2.07 -1.68
C -1.97 1.56 -0.51
C -0.43 1.38 -2.32
C -1.58 0.39 0.10
C -0.04 0.01 -1.92
C -0.41 -0.34 -0.49
C 2.13 -1.03 1.62
C 2.27 -0.09 0.44
C 1.53 -0.12 2.68
C 0.97 0.62 0.42
C -1.10 -2.15 -0.64
N -2.38 -2.13 -1.10
N 0.55 0.67 1.86
O -0.39 -3.02 -0.23
H -1.71 3.12 -1.94
H -2.94 2.01 -0.17
H 0.00 1.76 -3.19
H -2.15 0.02 0.91
H -0.61 -0.60 -2.70
H 1.53 -1.87 1.33
H 3.09 -1.34 1.98
H 2.97 0.72 0.38
H 2.36 -0.56 -0.62
H 1.16 -0.68 3.50
H 2.14 0.61 3.21
H 0.93 1.63 -0.20
H -2.78 -1.26 -1.21
H -2.81 -3.02 -1.40
H 1.06 -0.25 -2.17
H 0.41 1.67 2.22
H -0.38 0.21 1.83
```

Properties
2S+1   1
Net charge   +1
E_HOMO   -11.652 eV

=====

[4]
Entry from the Open Molecules 2025 dataset: a structure of composition C23H14BF4N2OPReS2 (ωB97M-V/def2-TZVPD).

```
49
C23H14BF4N2OPReS2 ωB97M-V/def2-TZVPD
Re 10.21 9.49 5.55
O 12.58 9.09 4.25
C 12.15 9.34 5.40
C 13.01 9.50 6.53
C 14.38 9.27 6.50
C 15.11 9.38 7.69
C 14.45 9.76 8.87
C 13.16 10.14 8.82
C 12.40 9.96 7.67
P 10.62 10.33 7.75
C 10.21 12.12 7.78
C 8.88 12.54 7.75
C 8.56 13.89 7.76
C 9.58 14.86 7.87
C 10.89 14.43 7.90
C 11.23 13.07 7.77
C 9.90 9.71 9.35
C 9.66 8.33 9.40
C 9.10 7.71 10.53
C 8.81 8.47 11.66
C 9.05 9.87 11.58
C 9.48 10.50 10.43
H 14.85 8.94 5.56
H 16.12 8.99 7.74
H 15.06 9.78 9.78
H 12.66 10.54 9.71
H 8.12 11.79 7.69
H 7.50 14.20 7.67
H 9.30 15.92 7.88
H 11.65 15.16 7.94
H 12.24 12.69 7.66
H 9.93 7.76 8.50
H 8.89 6.63 10.49
H 8.41 8.04 12.60
H 8.78 10.46 12.44
H 9.49 11.60 10.40
S 7.76 9.64 5.40
C 7.76 11.29 4.89
C 6.50 11.98 4.86
N 5.40 12.36 4.86
C 8.95 12.04 4.57
S 10.51 11.41 4.25
C 8.79 13.47 4.32
N 8.89 14.63 4.22
F 12.11 6.55 6.32
B 10.78 6.18 6.20
F 10.45 5.13 5.39
F 10.07 6.18 7.39
F 10.09 7.48 5.32
```

Properties
2S+1   4
<S²>   3.7822
Net charge   0
E_HOMO (spin up / spin down)   -8.596 / -8.881 eV

=====

[5]
Entry from the Open Molecules 2025 dataset: an isolated molecule of C4H6O2 (ωB97M-V/def2-TZVPD).

```
12
C4H6O2 ωB97M-V/def2-TZVPD
C -1.07 -0.33 0.30
C 0.28 0.00 -0.21
O 0.39 1.67 -0.45
C 1.39 -0.66 -0.44
C 2.71 -0.11 -0.76
O 3.61 -0.75 -1.25
H -1.00 0.02 1.33
H -1.26 -1.35 0.27
H -1.64 0.21 -0.35
H -0.54 1.96 -0.22
H 1.38 -1.67 -0.22
H 2.68 0.97 -0.66
```

Properties
2S+1   1
Net charge   0
Structure (SMILES)   C/C(O)=C/C=O
E_HOMO   -9.867 eV

=====

[6]
Entry from the Open Molecules 2025 dataset: a cluster of 8 separate species, C45H113N7O15 in total (ωB97M-V/def2-TZVPD).

```
180
C45H113N7O15 ωB97M-V/def2-TZVPD
C -16.78 -16.96 15.92
O -16.43 -16.35 14.72
C -15.20 -16.86 14.26
C -14.39 -15.65 13.69
N -13.66 -15.06 14.75
C -14.45 -14.32 15.68
C -15.24 -13.08 15.05
O -14.24 -12.17 14.49
C -14.78 -11.01 13.95
H -17.02 -18.05 15.95
H -17.51 -16.37 16.44
H -15.90 -16.97 16.62
H -15.39 -17.54 13.42
H -14.65 -17.34 15.10
H -15.14 -15.05 13.17
H -13.63 -16.11 13.00
H -13.00 -14.37 14.36
H -13.77 -13.85 16.41
H -15.11 -14.97 16.25
H -15.73 -12.46 15.79
H -15.99 -13.45 14.36
H -15.51 -10.54 14.66
H -15.36 -11.20 13.08
H -13.91 -10.36 13.91
C -6.34 -21.36 19.65
O -6.13 -19.92 19.58
C -7.40 -19.25 19.29
C -7.20 -17.72 19.41
N -8.37 -17.10 18.88
C -8.52 -15.67 19.05
C -9.81 -15.27 18.42
O -10.84 -15.85 19.21
C -12.10 -15.64 18.69
H -6.50 -21.84 18.62
H -7.06 -21.67 20.42
H -5.39 -21.81 19.91
H -8.20 -19.47 19.98
H -7.63 -19.45 18.26
H -6.34 -17.44 18.90
H -7.04 -17.57 20.50
H -9.22 -17.57 19.21
H -7.69 -15.22 18.53
H -8.49 -15.35 20.12
H -9.90 -15.66 17.42
H -10.02 -14.25 18.41
H -12.39 -14.62 18.92
H -12.77 -16.26 19.26
H -12.31 -15.84 17.61
C -7.04 -12.27 21.79
O -8.40 -12.71 21.78
C -8.59 -13.45 23.00
C -10.05 -13.92 22.95
N -11.16 -12.99 22.86
C -11.40 -12.39 21.51
C -12.89 -12.10 21.26
O -13.27 -10.88 21.85
C -14.62 -10.81 22.13
H -6.76 -11.84 20.81
H -6.43 -13.12 22.07
H -6.83 -11.58 22.56
H -8.53 -12.81 23.89
H -8.01 -14.35 23.17
H -10.25 -14.44 23.89
H -10.18 -14.64 22.09
H -11.09 -12.30 23.58
H -11.02 -13.12 20.80
H -10.82 -11.50 21.40
H -13.42 -12.86 21.81
H -13.14 -12.05 20.22
H -14.77 -9.89 22.68
H -14.98 -11.63 22.72
H -15.32 -10.76 21.28
C -13.27 -9.72 18.96
O -12.16 -10.50 18.51
C -12.38 -11.01 17.23
C -11.14 -11.72 16.70
N -11.40 -12.02 15.33
C -10.38 -12.76 14.58
C -10.69 -12.65 13.11
O -11.83 -13.46 12.71
C -12.39 -13.06 11.52
H -13.67 -9.11 18.17
H -12.91 -9.07 19.81
H -14.12 -10.37 19.35
H -12.71 -10.25 16.51
H -13.12 -11.82 17.24
H -10.94 -12.66 17.27
H -10.31 -11.00 16.84
H -12.38 -12.07 15.01
H -10.12 -13.75 15.01
H -9.47 -12.20 14.71
H -9.85 -13.03 12.49
H -10.76 -11.56 12.83
H -12.77 -12.04 11.58
H -13.24 -13.67 11.27
H -11.68 -13.14 10.68
C -12.02 -19.20 19.86
O -11.00 -19.23 20.85
C -11.11 -18.19 21.74
C -9.92 -18.08 22.67
N -9.66 -19.37 23.39
C -8.30 -19.46 23.94
C -8.07 -20.82 24.62
O -8.25 -21.78 23.65
C -8.16 -23.10 24.12
H -12.08 -18.30 19.19
H -13.01 -19.26 20.31
H -11.93 -20.11 19.26
H -12.03 -18.31 22.34
H -11.21 -17.23 21.20
H -10.11 -17.30 23.41
H -8.97 -17.78 22.23
H -9.78 -20.07 22.64
H -8.14 -18.60 24.58
H -7.49 -19.45 23.14
H -8.89 -20.97 25.39
H -7.05 -20.80 25.06
H -8.23 -23.20 25.24
H -7.24 -23.53 23.85
H -8.99 -23.71 23.77
C -19.56 -10.76 19.66
O -19.17 -11.77 20.63
C -18.71 -11.15 21.79
C -18.60 -12.26 22.87
N -18.62 -11.69 24.24
C -17.37 -11.02 24.60
C -17.51 -10.55 26.05
O -16.61 -9.48 26.23
C -16.33 -9.29 27.62
H -18.73 -10.00 19.53
H -20.45 -10.27 20.09
H -19.71 -11.31 18.72
H -19.40 -10.40 22.25
H -17.75 -10.73 21.55
H -17.78 -12.98 22.84
H -19.48 -12.95 22.78
H -19.52 -11.22 24.43
H -17.18 -10.14 24.06
H -16.58 -11.79 24.39
H -17.34 -11.33 26.76
H -18.51 -10.16 26.13
H -15.62 -8.43 27.71
H -15.93 -10.17 28.10
H -17.14 -9.03 28.22
C -20.85 -17.33 17.56
O -20.30 -17.79 18.77
C -19.74 -16.80 19.65
C -18.59 -17.50 20.30
N -17.59 -17.88 19.28
C -16.43 -18.54 19.79
C -15.58 -19.19 18.68
O -16.41 -19.85 17.78
C -15.74 -20.77 16.89
H -21.47 -18.11 17.11
H -20.11 -16.94 16.84
H -21.59 -16.48 17.73
H -20.48 -16.46 20.36
H -19.35 -15.95 19.00
H -18.89 -18.46 20.83
H -18.09 -16.90 21.10
H -17.99 -18.47 18.54
H -16.68 -19.35 20.49
H -15.75 -17.91 20.42
H -14.98 -19.88 19.22
H -14.96 -18.51 18.14
H -15.34 -21.62 17.51
H -14.88 -20.29 16.50
H -16.52 -21.09 16.22
C -15.91 -14.51 20.82
C -16.80 -14.32 19.56
C -16.49 -12.99 19.00
O -16.43 -15.20 18.56
H -16.07 -13.76 21.58
H -14.85 -14.38 20.55
H -15.98 -15.49 21.33
H -17.90 -14.44 19.80
H -17.26 -12.54 18.33
H -15.50 -13.00 18.46
H -16.39 -12.27 19.78
H -16.80 -16.06 18.66
```

Properties
2S+1   1
Net charge   0
Structure (SMILES)   COCCNCCOC.COCCNCCOC.COCCNCCOC.COCCNCCOC.COCCNCCOC.COCCNCCOC.COCCNCCOC.CC(C)O
E_HOMO   -8.008 eV

=====

[7]
Entry from the Open Molecules 2025 dataset: an isolated molecule of C5H8N2S (ωB97M-V/def2-TZVPD).

```
16
C5H8N2S ωB97M-V/def2-TZVPD
C -0.81 1.11 -3.03
C -0.56 0.57 -1.63
N 0.61 0.71 -1.13
N 0.83 0.06 0.04
C 2.11 -0.12 0.76
C 1.20 -0.42 1.99
C 0.00 -0.31 1.00
S -1.58 -0.84 1.14
H 0.07 1.40 -3.75
H -1.52 0.48 -3.53
H -1.39 2.07 -2.95
H -1.44 0.09 -1.26
H 2.58 0.83 0.84
H 2.83 -0.80 0.30
H 1.10 0.33 2.74
H 1.31 -1.44 2.36
```

Properties
2S+1   1
Net charge   0
Structure (SMILES)   C/C=N/N1CCC1=S
E_HOMO   -8.275 eV

=====

[8]
Entry from the Open Molecules 2025 dataset: a cluster of 2 separate species, C3H10N2O in total (ωB97M-V/def2-TZVPD).

```
16
C3H10N2O ωB97M-V/def2-TZVPD
C 1.98 0.37 1.61
C 1.65 -0.94 1.75
N 1.18 -1.81 0.78
H 2.84 0.85 2.06
H 1.19 1.03 1.25
H 1.64 -1.38 2.78
H 0.60 -2.52 1.20
H 0.98 -1.38 -0.11
N -2.13 0.36 -0.38
C -1.09 1.06 -1.05
O -1.09 0.91 -2.46
H -3.04 0.75 -0.24
H -2.02 -0.35 0.32
H -0.11 0.85 -0.62
H -1.29 2.11 -0.79
H -1.17 -0.04 -2.56
```

Properties
2S+1   1
Net charge   0
Structure (SMILES)   C=CN.NCO
E_HOMO   -7.727 eV

=====

[9]
Entry from the Open Molecules 2025 dataset: the ion C5H8IN2S with charge +1 (ωB97M-V/def2-TZVPD).

```
17
C5H8IN2S ωB97M-V/def2-TZVPD
H 1.66 -1.50 -0.57
N 1.51 -0.55 -0.29
C 0.53 -0.14 0.38
C 0.40 1.23 0.74
C 1.30 2.13 0.30
S 2.64 1.70 -0.68
C -0.65 -1.11 0.85
C -1.69 -1.01 -0.13
N -1.75 -1.81 -1.17
I -3.10 0.54 -0.05
H -0.42 1.54 1.37
H 1.21 3.17 0.56
H 3.08 2.95 -0.87
H -0.24 -2.12 0.92
H -0.95 -0.75 1.83
H -2.44 -1.70 -1.90
H -1.09 -2.58 -1.28
```

Properties
2S+1   1
Net charge   +1
Structure (SMILES)   [H]/N=C(/C=C\S)CC(=[NH2+])I
E_HOMO   -11.967 eV

=====

[10]
Entry from the Open Molecules 2025 dataset: a cluster of 2 separate species, C3H6ClO4S in total (ωB97M-V/def2-TZVPD).

```
15
C3H6ClO4S ωB97M-V/def2-TZVPD
C -1.74 -0.05 -0.03
C -1.05 -1.30 -0.34
C 0.40 -1.32 0.08
O 0.55 -0.67 1.24
O 0.55 2.65 0.16
O 2.27 1.18 1.00
O 1.29 -1.77 -0.55
S 1.99 2.39 0.22
Cl 2.69 1.74 -1.82
H -1.51 0.01 0.97
H -1.43 0.89 -0.46
H -3.00 -0.09 -0.20
H -0.94 -1.22 -1.47
H -1.50 -2.25 0.05
H 1.43 -0.18 1.16
```

Properties
2S+1   1
Net charge   -1
E_HOMO   -5.145 eV

=====

[11]
Entry from the Open Molecules 2025 dataset: the ion C2H6N3 with charge +1 (ωB97M-V/def2-TZVPD).

```
11
C2H6N3 ωB97M-V/def2-TZVPD
H -0.99 -1.17 2.13
N -1.01 -1.64 1.21
C -0.63 -0.94 0.27
C -0.18 -0.83 -1.10
N -0.38 0.42 -0.36
N 0.66 1.30 0.15
H 0.78 -1.27 -1.50
H -0.78 -0.89 -1.90
H 1.72 1.19 0.07
H 0.39 1.53 1.16
H 0.41 2.32 -0.13
```

Properties
2S+1   1
Net charge   +1
Structure (SMILES)   [H]/N=C1/CN1[NH3+]
E_HOMO   -14.663 eV

=====

Here are the calculated maximum force numbers, same order: 1.399; 3.743; 4.239; 3.946; 4.772; 3.118; 3.045; 1.954; 1.614; 4.786; 3.965 (eV Å⁻¹).